A molecular structure, C47H62BrFN8O5PTc. Source: the OMol25 dataset; level of theory: the ωB97M-V functional and the def2-TZVPD basis.

Structure (XYZ):
```
126
Properties=species:S:1:pos:R:3:mulliken_spin:R:1
Tc 0.006 -0.534 0.728 1.520
O -0.657 1.219 6.035 0.003
C -1.596 0.253 5.800 0.005
C -2.524 -0.133 6.759 -0.001
C -3.444 -1.125 6.463 0.001
C -3.450 -1.734 5.214 0.003
C -2.525 -1.345 4.260 -0.023
C -1.593 -0.352 4.547 0.087
C -0.574 0.053 3.512 -0.077
O -1.075 -0.086 2.230 0.027
N 0.613 -0.808 3.628 0.361
N 1.179 -1.224 2.493 0.510
C 1.989 -2.339 2.702 -0.079
C 2.843 -2.881 1.869 0.211
Br -0.141 -2.843 0.078 0.032
C 3.796 -3.435 1.175 -0.021
C 5.233 -3.124 1.313 0.008
C 6.159 -3.898 0.621 -0.005
C 7.517 -3.626 0.717 0.003
C 7.959 -2.575 1.506 -0.005
C 7.039 -1.799 2.202 0.003
C 5.685 -2.071 2.107 0.008
H -0.736 1.534 6.942 0.000
H -2.523 0.345 7.732 0.000
H -4.163 -1.420 7.215 0.000
H -4.179 -2.499 4.984 0.000
H -2.536 -1.777 3.266 0.007
H -0.242 1.078 3.688 0.025
H 0.647 -1.446 4.416 -0.004
H 1.842 -2.842 3.657 0.005
H 3.532 -4.203 0.450 0.014
H 5.814 -4.719 0.003 0.000
H 8.228 -4.237 0.177 0.000
H 9.017 -2.362 1.582 0.000
H 7.381 -0.980 2.822 0.000
H 4.969 -1.462 2.647 -0.008
C -5.609 -0.739 -4.487 0.000
C -6.183 -1.624 -3.388 0.000
C -6.543 -2.995 -3.938 0.000
C -7.152 -3.860 -2.851 0.000
C -6.211 -3.957 -1.683 0.000
C -6.224 -5.059 -0.856 0.000
C -5.359 -5.132 0.228 0.000
F -5.407 -6.226 1.008 0.000
C -4.475 -4.132 0.513 0.000
C -4.439 -3.009 -0.318 0.003
C -3.488 -1.933 0.016 -0.005
O -2.795 -1.967 1.029 0.000
C -3.476 -0.843 -0.924 0.004
C -4.370 -0.807 -1.950 0.006
N -5.242 -1.784 -2.247 0.000
C -5.297 -2.918 -1.422 -0.001
C -2.580 0.331 -0.770 -0.017
O -2.989 1.468 -0.925 0.012
O -1.295 0.094 -0.591 0.102
H -6.246 -0.827 -5.366 0.000
H -4.604 -1.063 -4.763 0.000
H -5.580 0.315 -4.218 0.000
H -7.093 -1.160 -2.993 0.000
H -5.641 -3.466 -4.342 0.000
H -7.243 -2.861 -4.763 0.000
H -7.386 -4.857 -3.223 0.000
H -8.096 -3.414 -2.523 0.000
H -6.908 -5.877 -1.043 0.000
H -3.803 -4.184 1.358 0.000
H -4.392 0.065 -2.586 -0.001
C -1.667 5.502 -0.591 0.000
C -1.318 6.039 0.794 0.000
C 0.132 6.507 0.856 0.000
C -1.632 5.028 1.899 0.000
N -0.822 3.817 1.792 0.001
C -0.967 2.765 0.990 0.002
N 0.067 1.976 1.177 -0.043
N 0.829 2.555 2.129 0.003
N 0.309 3.663 2.498 -0.001
H -1.587 6.296 -1.334 0.000
H -2.683 5.103 -0.634 0.000
H -0.980 4.708 -0.895 0.000
H -1.969 6.893 1.006 0.000
H 0.819 5.681 0.651 0.000
H 0.385 6.915 1.835 0.000
H 0.313 7.279 0.108 0.000
H -2.677 4.721 1.864 0.000
H -1.420 5.441 2.883 0.000
H -1.769 2.602 0.281 0.003
C 0.234 2.388 -2.133 -0.008
C 1.297 1.447 -2.727 0.042
C 2.097 2.245 -3.766 0.001
C 0.556 0.300 -3.432 -0.013
P 2.354 0.685 -1.372 -0.035
N 1.416 -0.093 -0.285 0.307
C 3.422 -0.702 -2.048 0.011
C 4.112 -0.388 -3.379 -0.001
C 4.481 -1.054 -0.996 -0.004
C 2.569 -1.971 -2.210 0.009
C 3.413 1.989 -0.532 -0.008
C 2.637 3.313 -0.399 0.007
C 3.812 1.492 0.873 0.022
C 4.680 2.326 -1.336 -0.001
H -0.566 2.491 -2.869 0.000
H 0.628 3.383 -1.944 0.002
H -0.218 1.991 -1.231 0.015
H 1.387 2.597 -4.518 0.001
H 2.855 1.663 -4.282 0.001
H 2.566 3.128 -3.335 0.000
H -0.177 0.746 -4.107 0.000
H 0.019 -0.334 -2.725 0.003
H 1.221 -0.312 -4.037 0.000
H 4.666 0.548 -3.377 0.000
H 3.412 -0.382 -4.214 0.000
H 4.829 -1.190 -3.568 0.000
H 5.302 -0.345 -0.942 -0.001
H 4.911 -2.019 -1.271 0.001
H 4.040 -1.167 -0.008 -0.010
H 1.763 -1.877 -2.931 -0.002
H 2.144 -2.282 -1.258 -0.002
H 3.236 -2.763 -2.560 0.001
H 1.620 3.186 -0.049 -0.002
H 2.616 3.855 -1.343 0.000
H 3.164 3.935 0.326 0.001
H 2.998 0.983 1.386 -0.019
H 4.080 2.358 1.479 0.002
H 4.673 0.830 0.836 0.001
H 4.456 2.698 -2.334 0.000
H 5.380 1.501 -1.421 0.000
H 5.192 3.128 -0.799 0.000
```

- Total energy: -5738.2275 Ha
- HOMO energy (spin up / spin down): -9.951 / -10.070 eV
- Net charge: +1
- Multiplicity: 4
- Relative energy (zero: lowest compared OMol25 entry of this formula, charge and spin): 0.0 kJ/mol
- ⟨S²⟩: 3.783
- HOMO-LUMO gap (spin up / spin down): 0.245 / 0.233 Eh

A molecular structure, C47H62N5ReS. Source: the OMol25 dataset; level of theory: the ωB97M-V functional and the def2-TZVPD basis.

Structure (XYZ):
```
116
Properties=species:S:1:pos:R:3:mulliken_spin:R:1
Re -0.480 0.323 -0.048 0.838
C 1.919 5.991 -0.263 0.001
C 2.903 4.816 -0.244 0.000
C 2.261 3.540 -0.692 0.003
C 2.284 2.987 -1.947 -0.006
C 3.034 3.478 -3.146 0.002
C 4.351 2.724 -3.357 0.000
C 1.463 1.820 -1.906 0.054
C 1.158 1.007 -2.994 -0.031
C 0.286 -0.055 -3.016 0.048
C -0.018 -0.867 -4.173 0.021
C 0.571 -0.665 -5.536 0.000
C 1.946 -1.325 -5.690 0.003
C -0.872 -1.838 -3.761 0.019
C -1.086 -1.634 -2.343 0.031
C -1.772 -2.492 -1.507 -0.025
C -1.833 -2.410 -0.127 0.069
N -1.331 -1.373 0.634 -0.047
C -1.546 -1.723 1.971 0.037
C -1.200 -0.957 3.063 -0.020
C -0.582 0.286 3.047 0.009
N -0.170 0.922 1.908 -0.058
C 0.477 2.059 2.312 0.044
C 1.185 2.896 1.470 -0.013
C 1.435 2.704 0.121 0.031
N 0.950 1.661 -0.640 -0.035
C 0.408 2.182 3.745 0.005
C -0.239 1.071 4.202 0.028
C -0.603 0.731 5.614 0.002
C -2.061 1.083 5.927 0.003
C 1.022 3.287 4.548 0.001
C 2.506 3.038 4.837 0.001
C -2.212 -2.985 2.022 0.008
C -2.398 -3.403 0.729 -0.018
C -3.013 -4.681 0.252 0.001
C -1.956 -5.742 -0.077 -0.002
C -2.590 -3.701 3.281 0.001
C -1.405 -4.453 3.894 0.003
N -0.416 -0.520 -1.920 -0.037
C -1.455 -2.963 -4.561 0.001
C -0.670 -4.273 -4.417 0.003
H 2.413 6.917 0.029 0.000
H 1.085 5.817 0.420 0.000
H 1.500 6.127 -1.261 0.000
H 3.311 4.691 0.762 0.001
H 3.753 5.037 -0.889 0.000
H 3.235 4.544 -3.031 0.000
H 2.407 3.387 -4.035 0.000
H 5.012 2.849 -2.497 0.000
H 4.874 3.087 -4.241 0.000
H 4.176 1.653 -3.481 0.000
H 1.648 1.249 -3.930 -0.004
H 0.655 0.404 -5.743 0.001
H -0.116 -1.063 -6.284 0.000
H 2.647 -0.948 -4.942 0.000
H 2.364 -1.128 -6.678 0.000
H 1.877 -2.406 -5.562 0.000
H -2.243 -3.351 -1.966 -0.003
H -1.449 -1.364 4.037 0.002
H 1.649 3.761 1.928 -0.001
H 0.063 1.261 6.297 -0.001
H -0.432 -0.334 5.796 0.001
H -2.241 2.150 5.779 0.000
H -2.315 0.837 6.959 0.000
H -2.745 0.539 5.270 0.000
H 0.477 3.391 5.489 -0.001
H 0.900 4.237 4.024 0.000
H 2.638 2.113 5.402 0.000
H 2.935 3.855 5.418 0.000
H 3.076 2.946 3.910 0.000
H -3.628 -4.487 -0.629 -0.001
H -3.691 -5.063 1.016 0.000
H -1.255 -5.377 -0.832 0.000
H -2.419 -6.653 -0.456 0.000
H -1.378 -6.003 0.812 0.000
H -3.401 -4.399 3.071 0.000
H -2.991 -2.984 4.001 0.000
H -1.019 -5.202 3.200 0.000
H -1.697 -4.964 4.812 0.000
H -0.586 -3.770 4.133 0.000
H -1.486 -2.673 -5.612 0.000
H -2.492 -3.124 -4.259 0.000
H 0.366 -4.145 -4.733 0.000
H -1.114 -5.062 -5.025 0.000
H -0.656 -4.615 -3.379 0.000
C -5.069 0.296 3.011 0.000
N -4.729 0.808 1.699 0.001
C -4.893 -0.212 0.680 -0.001
C -3.373 1.334 1.707 -0.008
C -3.030 2.052 0.430 0.041
C -3.838 3.134 0.085 -0.006
C -3.678 3.799 -1.118 0.007
C -2.717 3.366 -2.027 -0.001
C -1.907 2.298 -1.699 -0.019
C -2.011 1.635 -0.457 0.001
H -6.109 -0.028 3.029 0.000
H -4.945 1.082 3.758 0.000
H -4.441 -0.565 3.316 0.000
H -5.890 -0.645 0.760 0.000
H -4.155 -1.033 0.781 0.001
H -4.785 0.215 -0.318 0.000
H -2.657 0.531 1.874 0.008
H -3.294 2.030 2.549 0.004
H -4.621 3.433 0.773 0.001
H -4.312 4.644 -1.358 0.001
H -2.608 3.855 -2.987 0.000
H -1.170 1.973 -2.421 0.011
C 1.413 -2.785 0.516 0.003
S 1.867 -1.072 0.223 -0.007
C 2.580 -0.634 1.812 0.001
H 0.630 -2.861 1.271 0.000
H 2.296 -3.340 0.831 0.000
H 1.050 -3.194 -0.427 0.000
H 3.485 -1.221 1.967 0.000
H 1.873 -0.807 2.619 -0.002
H 2.838 0.423 1.772 0.000
```

- Total energy: -2578.2963 Ha
- HOMO energy (spin up / spin down): -9.678 / -9.532 eV
- Net charge: +1
- Multiplicity: 2
- ⟨S²⟩: 0.774
- HOMO-LUMO gap (spin up / spin down): 0.193 / 0.192 Eh

A molecular structure, C47H63AsN3O4S3Si3V. Source: the OMol25 dataset; level of theory: the ωB97M-V functional and the def2-TZVPD basis.

Structure (XYZ):
```
125
Properties=species:S:1:pos:R:3:mulliken_spin:R:1
V 0.271 0.166 -0.320 2.717
C 1.503 -0.269 8.387 0.000
C 1.032 -0.255 6.960 0.000
C 1.622 0.593 6.022 0.000
C 1.205 0.599 4.704 -0.002
C 0.179 -0.253 4.326 0.001
C -0.401 -1.141 5.225 0.001
C 0.024 -1.123 6.543 0.000
S -0.438 -0.327 2.675 -0.009
O 0.706 0.154 1.782 -0.083
C -1.640 0.997 2.535 0.035
C -2.965 0.515 2.453 -0.018
C -3.986 1.367 2.146 0.000
C -3.723 2.727 1.869 0.001
C -4.766 3.615 1.499 -0.001
C -4.500 4.925 1.240 0.000
C -3.178 5.414 1.337 0.000
C -2.154 4.588 1.692 0.000
C -2.393 3.215 1.966 0.005
C -1.336 2.324 2.333 0.002
C -0.030 2.957 2.703 0.027
C 0.026 3.438 4.051 0.000
C -1.006 3.175 4.991 0.000
C -0.905 3.612 6.279 0.000
C 0.223 4.345 6.706 0.000
C 1.227 4.621 5.826 0.000
C 1.153 4.176 4.484 0.000
C 2.182 4.463 3.561 0.000
C 2.118 4.008 2.280 -0.011
C 1.019 3.229 1.849 -0.017
S 0.934 2.678 0.124 0.015
O -0.026 3.560 -0.601 0.013
C 2.587 3.033 -0.416 0.020
C 2.795 4.022 -1.359 -0.007
C 4.085 4.255 -1.814 0.001
C 5.163 3.522 -1.328 0.001
C 6.560 3.795 -1.811 0.000
C 4.925 2.544 -0.360 0.006
C 3.645 2.292 0.097 0.000
H 2.050 0.640 8.633 0.000
H 2.169 -1.117 8.558 0.000
H 0.665 -0.367 9.076 0.000
H 2.420 1.258 6.332 0.000
H 1.680 1.237 3.971 0.001
H -1.153 -1.849 4.894 0.000
H -0.420 -1.809 7.253 0.000
H -3.150 -0.543 2.591 0.002
H -5.004 1.001 2.088 0.000
H -5.776 3.230 1.432 0.000
H -5.300 5.598 0.961 0.000
H -2.978 6.455 1.121 0.000
H -1.146 4.975 1.748 -0.001
H -1.876 2.607 4.694 -0.001
H -1.698 3.394 6.983 0.000
H 0.284 4.689 7.730 0.000
H 2.097 5.187 6.138 0.000
H 3.028 5.058 3.883 0.000
H 2.914 4.247 1.591 0.000
H 1.960 4.602 -1.725 0.000
H 4.254 5.022 -2.559 0.000
H 6.558 4.174 -2.832 0.000
H 7.173 2.895 -1.776 0.000
H 7.041 4.546 -1.181 0.000
H 5.754 1.969 0.035 0.000
H 3.474 1.538 0.853 -0.002
O 2.361 -0.471 -0.190 -0.001
H 2.496 -1.279 -0.706 0.013
H 2.383 -0.745 0.741 0.009
O -1.703 1.077 -0.546 -0.028
H -1.596 2.034 -0.700 0.012
H -2.364 0.980 0.157 0.016
C -3.896 -3.663 0.321 0.001
S -3.496 -1.930 0.031 0.014
C -5.138 -1.304 -0.371 0.001
H -4.621 -3.759 1.128 0.000
H -2.978 -4.163 0.626 0.000
H -4.283 -4.122 -0.587 0.000
H -5.527 -1.784 -1.268 0.000
H -5.048 -0.234 -0.563 0.000
H -5.830 -1.461 0.457 0.000
C 2.580 -2.287 -2.932 0.006
Si 2.226 -0.664 -3.828 0.010
C 2.347 -0.939 -5.669 -0.002
C 3.463 0.645 -3.328 -0.001
As 0.122 0.046 -3.040 0.135
Si -0.552 1.892 -4.372 0.012
C -0.424 1.623 -6.216 -0.003
C 0.520 3.357 -3.949 0.003
C -2.326 2.302 -3.920 0.002
Si -1.349 -1.689 -3.774 0.014
C -1.149 -3.270 -2.812 0.005
C -3.096 -1.050 -3.581 -0.002
C -1.013 -2.129 -5.566 0.000
H 3.593 -2.296 -2.517 0.001
H 2.521 -3.123 -3.632 0.000
H 1.861 -2.504 -2.137 0.006
H 3.397 -1.119 -5.919 0.000
H 2.015 -0.074 -6.243 0.000
H 1.777 -1.810 -5.992 0.000
H 4.473 0.320 -3.592 0.000
H 3.438 0.842 -2.255 0.011
H 3.272 1.586 -3.848 0.001
H 0.611 1.663 -6.557 0.000
H -0.951 2.457 -6.690 0.000
H -0.882 0.705 -6.577 0.001
H 1.578 3.181 -4.155 0.000
H 0.392 3.623 -2.901 0.001
H 0.196 4.205 -4.559 0.000
H -3.027 1.902 -4.654 0.000
H -2.443 3.389 -3.910 0.000
H -2.614 1.922 -2.940 0.000
H -1.438 -3.157 -1.770 -0.001
H -0.137 -3.677 -2.865 0.000
H -1.819 -3.998 -3.282 0.000
H -3.205 -0.431 -2.690 0.001
H -3.765 -1.908 -3.473 0.000
H -3.419 -0.480 -4.453 0.000
H -0.278 -2.935 -5.621 0.000
H -0.662 -1.306 -6.183 0.000
H -1.939 -2.510 -6.007 0.000
N -1.167 -3.825 3.399 0.003
C -0.524 -3.836 2.437 0.000
N 0.223 -3.860 1.332 0.013
C 0.073 -2.846 0.568 0.078
N -0.087 -1.908 -0.115 -0.032
```

- Total energy: -7536.8140 Ha
- HOMO energy (spin up / spin down): -10.229 / -10.460 eV
- Net charge: +1
- Multiplicity: 4
- Relative energy (zero: lowest compared OMol25 entry of this formula, charge and spin): 69.0 kJ/mol
- ⟨S²⟩: 3.758
- HOMO-LUMO gap (spin up / spin down): 0.279 / 0.287 Eh